1.
A structure of composition C36H34IN2O2PSSn, computed with the ωB97M-V functional and the def2-TZVPD basis.

Calculated values
- ΔE to the lowest compared entry with this formula, charge and spin (kJ/mol) = 103.5
- E_LUMO (eV) = -0.119
- frontier orbital gap (eV) = 6.76

Cartesian coordinates (Å):
Sn (-0.75930, -0.18555, 1.85615)
C (1.94796, 0.78771, -0.56763)
C (2.48663, 0.48042, 0.79263)
C (3.86354, 0.21941, 0.95476)
C (4.37167, 0.04581, 2.20579)
C (3.53319, 0.19213, 3.33204)
C (4.02562, 0.09632, 4.64719)
C (3.17245, 0.26117, 5.70405)
C (1.82138, 0.55229, 5.48199)
C (1.29490, 0.66353, 4.20854)
S (-0.36455, 1.18696, 4.04646)
C (2.15553, 0.44466, 3.09389)
N (1.66424, 0.52211, 1.82253)
H (2.48422, 0.24857, -1.34773)
H (2.06430, 1.85873, -0.75474)
H (0.88920, 0.55551, -0.62884)
H (4.49507, 0.14870, 0.07935)
H (5.41919, -0.18694, 2.35631)
H (5.07923, -0.10060, 4.80177)
H (3.53793, 0.18207, 6.71983)
H (1.15396, 0.71118, 6.31832)
C (-0.04768, 3.61355, 1.63141)
C (-0.23976, 4.18737, 0.23918)
C (-0.65471, 5.65790, 0.34863)
C (-1.30380, 3.46806, -0.59802)
C (-1.24314, 3.95121, -2.03927)
O (-1.12238, 2.77375, -2.81288)
C (-1.33980, 1.67326, -2.06732)
N (-1.19170, 1.99182, -0.73439)
C (-0.92709, 0.46029, -2.88717)
C (-0.80007, 0.74748, -4.26122)
C (-0.54090, -0.21637, -5.20950)
C (-0.40871, -1.54112, -4.83113)
C (-0.49060, -1.84591, -3.49002)
C (-0.72870, -0.87883, -2.50697)
P (-0.74948, -1.49648, -0.78111)
C (-2.16892, -2.65493, -0.83485)
C (-2.09779, -3.93948, -1.37254)
C (-3.23028, -4.73390, -1.43984)
C (-4.44440, -4.26743, -0.95471)
C (-4.51697, -3.00785, -0.38307)
C (-3.38533, -2.20791, -0.32334)
C (0.67016, -2.63774, -0.67559)
C (1.80545, -2.58447, -1.48080)
C (2.88949, -3.41079, -1.21818)
C (2.86948, -4.27438, -0.13405)
C (1.75147, -4.31821, 0.68805)
C (0.66212, -3.50658, 0.42013)
H (0.65986, 4.22133, 2.19798)
H (0.34397, 2.60297, 1.58887)
H (-0.98712, 3.59652, 2.18625)
H (0.71401, 4.13153, -0.29932)
H (-1.60096, 5.73966, 0.88819)
H (-0.77728, 6.12862, -0.62901)
H (0.09755, 6.21660, 0.90487)
H (-2.28583, 3.69001, -0.16452)
H (-0.35529, 4.55313, -2.23637)
H (-2.13513, 4.49908, -2.34517)
H (-0.94443, 1.75749, -4.60104)
H (-0.45864, 0.07236, -6.24907)
H (-0.24689, -2.32278, -5.56194)
H (-0.36508, -2.87175, -3.18132)
H (-1.15651, -4.34081, -1.72472)
H (-3.15992, -5.72431, -1.87180)
H (-5.33048, -4.88595, -1.01423)
H (-5.45221, -2.64216, 0.02043)
H (-3.45431, -1.22411, 0.12275)
H (1.84113, -1.90947, -2.32596)
H (3.75965, -3.37434, -1.86203)
H (3.72218, -4.90793, 0.07281)
H (1.73650, -4.98028, 1.54427)
H (-0.21623, -3.55025, 1.05351)
I (-3.91623, 1.26380, -2.39178)
C (-1.81742, 1.24902, 0.36594)
H (-2.39581, 1.96730, 0.94950)
H (-2.54527, 0.57395, -0.08945)
O (-3.67146, 0.56821, 4.01489)
C (-2.95469, 0.21608, 3.22334)

2.
A structure of composition C36H34N2O3PtSe4 at a distorted geometry, computed with the ωB97M-V functional and the def2-TZVPD basis.

Calculated values
- E_LUMO (spin up / spin down) (eV) = 0.353 / -1.510
- spin multiplicity = 5
- frontier orbital gap (spin up / spin down) (eV) = 7.32 / 5.61

Cartesian coordinates (Å):
Pt (0.73920, -0.09010, 0.46460)
O (-0.43740, 1.66000, 0.46310)
C (-0.41820, 2.31320, 1.67680)
C (-1.25240, 1.48060, 2.71560)
C (-0.51760, 0.26770, 3.21820)
C (-0.08900, 0.19240, 4.53750)
C (0.47180, -0.98240, 5.01170)
C (0.63210, -2.05140, 4.14410)
C (0.27860, -1.88870, 2.81170)
C (0.61310, -2.91900, 1.78030)
C (2.07670, -2.64910, 1.24580)
O (2.25380, -1.33200, 0.90880)
C (2.36320, -3.48330, -0.01090)
C (1.71540, -4.65920, -0.36350)
C (2.01560, -5.28290, -1.56530)
C (2.95610, -4.74560, -2.42740)
C (3.62480, -3.58760, -2.06980)
C (3.32780, -2.96970, -0.87180)
C (3.03980, -3.01350, 2.37620)
C (3.48540, -4.31090, 2.58510)
C (4.29060, -4.60500, 3.67330)
C (4.64410, -3.61140, 4.57190)
C (4.24440, -2.30720, 4.34000)
C (3.45120, -2.00890, 3.24620)
N (-0.30310, -0.75720, 2.37080)
C (0.98800, 2.52250, 2.25120)
C (2.13310, 2.08630, 1.59510)
C (3.38420, 2.31810, 2.14570)
C (3.50870, 3.01810, 3.33030)
C (2.37300, 3.49690, 3.96400)
C (1.12430, 3.24660, 3.43130)
C (-0.93000, 3.74410, 1.46000)
C (-2.01550, 4.32480, 2.09720)
C (-2.35350, 5.64650, 1.84160)
C (-1.61450, 6.40480, 0.95290)
C (-0.52520, 5.83420, 0.31320)
C (-0.18810, 4.52010, 0.56910)
H (-2.16350, 1.17780, 2.19360)
H (-1.51780, 2.10180, 3.56830)
H (-0.22140, 1.03920, 5.19320)
H (0.77500, -1.07320, 6.04410)
H (1.03580, -2.99120, 4.48830)
H (-0.06590, -2.82290, 0.92900)
H (0.56860, -3.92310, 2.20250)
H (0.97410, -5.10980, 0.28070)
H (1.50790, -6.19890, -1.83600)
H (3.16550, -5.21790, -3.37630)
H (4.37130, -3.15950, -2.72260)
H (3.82390, -2.05710, -0.58430)
H (3.21610, -5.10400, 1.90160)
H (4.64330, -5.61440, 3.82360)
H (5.23430, -3.85200, 5.44410)
H (4.54110, -1.51420, 5.01110)
H (3.14350, -0.99050, 3.05660)
H (2.06800, 1.61680, 0.60260)
H (4.26400, 1.95760, 1.63550)
H (4.48340, 3.21690, 3.75010)
H (2.45620, 4.07350, 4.87270)
H (0.24890, 3.65420, 3.91740)
H (-2.61580, 3.75980, 2.79440)
H (-3.19760, 6.08900, 2.35390)
H (-1.88860, 7.42980, 0.74600)
H (0.07260, 6.41910, -0.37320)
H (0.66190, 4.07460, 0.07250)
Se (-1.91970, 2.35390, -1.31890)
Se (-3.39140, 3.17380, -2.93730)
Se (-2.24040, 2.22410, -4.80840)
Se (-0.63580, 1.12830, -3.62410)
C (-2.32080, -3.49530, -1.33590)
N (-1.77910, -2.16510, -1.23490)
C (-2.57580, -1.16870, -0.55020)
C (-0.57580, -1.85420, -1.71550)
O (-0.04770, -0.74340, -1.65540)
H (-3.36110, -3.45200, -1.66440)
H (-2.28550, -3.99970, -0.36380)
H (-1.74220, -4.07570, -2.05240)
H (-3.32900, -1.66600, 0.05860)
H (-3.06800, -0.51730, -1.27760)
H (-1.92510, -0.55080, 0.08220)
H (-0.06850, -2.70360, -2.19820)

3.
A structure of composition C36H34N5O3Sr at a distorted geometry, computed with the ωB97M-V functional and the def2-TZVPD basis.

Calculated values
- ΔE to the lowest compared entry with this formula, charge and spin (kJ/mol) = 175.0
- E_LUMO (eV) = 2.511
- net charge = -1
- frontier orbital gap (eV) = 7.42

Cartesian coordinates (Å):
Sr (0.41628, 0.73782, 0.57090)
O (2.83569, 0.62763, 0.87011)
C (4.17284, 0.48367, 0.90871)
C (5.09727, 0.55594, -0.18306)
C (6.45282, 0.27561, 0.05828)
C (6.90971, -0.02030, 1.32922)
C (6.04079, -0.10449, 2.46437)
C (4.68805, 0.05390, 2.18448)
C (3.65653, -0.07226, 3.29072)
N (3.07066, -1.09160, 3.68529)
C (3.21785, -2.31350, 2.85325)
C (2.26159, -2.17867, 1.62651)
N (0.87928, -1.69554, 1.80824)
C (0.22658, -2.23566, 2.73935)
C (-1.18738, -1.94551, 3.06176)
C (-1.89848, -2.82296, 3.94997)
C (-3.25688, -2.68139, 4.27095)
C (-3.87973, -1.48645, 3.83789)
C (-3.26978, -0.68383, 2.94802)
C (-1.94159, -0.88190, 2.45159)
O (-1.52546, -0.03064, 1.56845)
H (4.76887, 0.70943, -1.17444)
H (7.18729, 0.46394, -0.73707)
H (7.97491, -0.30073, 1.55589)
H (6.38237, -0.27196, 3.52285)
H (3.57946, 0.80223, 3.92138)
H (2.98044, -3.23068, 3.40538)
H (4.23673, -2.50479, 2.51791)
H (2.35488, -3.14475, 1.17494)
H (2.68817, -1.49370, 0.90561)
H (0.67831, -2.98879, 3.42552)
H (-1.33717, -3.61488, 4.41794)
H (-3.81993, -3.28682, 4.94220)
H (-4.80182, -1.18075, 4.23973)
H (-3.69989, 0.32160, 2.74617)
N (1.39983, 1.35647, -2.10752)
C (0.18882, 1.64402, -2.76649)
C (-0.31178, 0.71340, -3.65834)
C (-1.61756, 0.87217, -4.16374)
C (-2.39246, 2.04196, -3.86471)
C (-1.81201, 3.03126, -3.03033)
C (-0.56934, 2.83901, -2.45936)
C (-0.05287, 3.87400, -1.42572)
C (-0.06009, 5.23104, -1.93027)
C (0.30778, 6.26390, -1.14659)
C (0.69482, 5.99034, 0.15797)
C (0.69647, 4.65970, 0.66554)
C (0.33430, 3.50470, -0.09091)
H (2.08682, 0.93179, -2.76728)
H (1.79810, 2.25186, -1.82541)
H (0.23952, -0.23515, -3.65153)
H (-2.01814, 0.13697, -4.85972)
H (-3.30928, 2.19207, -4.43028)
H (-2.43134, 3.81472, -2.69585)
H (-0.35115, 5.44577, -2.93164)
H (0.44693, 7.25325, -1.55560)
H (1.10928, 6.72331, 0.84500)
H (1.00612, 4.57071, 1.71479)
C (-0.07292, -3.40266, -3.77008)
C (-1.10482, -3.57786, -2.73144)
O (-1.66349, -4.68243, -2.53475)
N (-1.43155, -2.46557, -2.02796)
C (-2.24895, -2.54289, -0.86683)
C (-3.26862, -1.46720, -0.80109)
C (-4.21841, -1.46102, 0.22771)
C (-5.20509, -0.48594, 0.26625)
C (-5.28354, 0.44327, -0.77996)
C (-4.29077, 0.29345, -1.78429)
N (-3.30256, -0.60846, -1.84957)
H (0.15007, -2.36060, -3.90773)
H (-0.46170, -3.67606, -4.72221)
H (0.79846, -4.05803, -3.60251)
H (-1.18017, -1.50442, -2.36260)
H (-1.61293, -2.55017, 0.05436)
H (-2.86649, -3.46719, -0.90994)
H (-4.17495, -2.19065, 1.04874)
H (-5.86463, -0.42642, 1.09825)
H (-5.95356, 1.28715, -0.68907)
H (-4.26542, 1.02719, -2.53633)